The following is a quantum chemistry calculation of 6 unconnected molecules or ions with the total composition C5H22N2O6 at a distorted geometry, from OMol25.

Cartesian coordinates (Å):
H1 2.100 -1.290 -3.062
H2 -0.278 0.875 -1.853
H3 -3.056 -0.257 -2.776
C1 -0.710 -0.115 -1.972
C2 -0.580 -2.012 0.365
H4 -1.010 -2.826 0.942
H5 0.096 -2.326 -0.426
H6 0.064 -2.426 2.745
O1 2.111 1.078 2.242
H7 0.609 -0.844 3.198
H8 2.814 -0.668 -1.788
O2 -2.798 -1.240 0.733
H9 -3.260 1.044 -1.671
O3 0.629 3.657 1.025
H10 -0.210 4.094 1.045
H11 2.202 2.014 2.035
H12 3.079 0.265 0.377
H13 1.802 -1.907 2.398
H14 1.883 0.950 3.150
O4 2.006 -0.671 -2.336
H15 -3.999 -0.506 -1.320
H16 -2.514 3.043 -0.631
N1 0.305 -1.106 1.158
C3 -1.799 -1.201 0.023
C4 -3.102 -0.040 -1.713
O5 -1.799 2.927 -0.004
H17 -1.814 2.008 0.284
O6 3.392 -0.574 0.037
H18 0.370 2.764 0.780
N2 -1.850 -0.450 -1.119
H19 4.317 -0.567 -0.215
H20 -0.981 -0.494 -2.957
H21 0.144 -0.790 -1.772
C5 0.752 -1.634 2.462
H22 1.083 -0.775 0.616

Calculated values
- SMILES: CNCC(=O)N(C)C.O.O.O.O.O
- Energy relative to the best compared isomer or geometry (same formula, charge and spin): 299.1 kJ/mol
- LUMO: 0.335 eV
- HOMO level: -0.3051 hartree
- Gap between HOMO and LUMO: 8.6 eV

Atomic partial charges in e from the Mulliken method, atoms 1 to 8: number 1, H, carries 0.275; number 2, H, carries 0.199; number 3, H, carries 0.345; number 4, C, carries -0.647; number 5, C, carries -0.925; number 6, H, carries 0.498; number 7, H, carries 0.329; number 8, H, carries 0.411